{
  "formula": "C34H31BrF12N4O2RuSi",
  "method": "the ωB97M-V functional and the def2-TZVPD basis",
  "symbols": ["Ru", "C", "C", "C", "C", "C", "N", "C", "C", "C", "C", "C", "C", "C", "C", "O", "C", "F", "F", "F", "C", "F", "F", "F", "C", "C", "C", "O", "C", "F", "F", "F", "C", "F", "F", "F", "H", "H", "H", "H", "H", "H", "H", "H", "H", "H", "H", "H", "C", "C", "C", "C", "C", "C", "N", "N", "Si", "C", "C", "C", "H", "H", "H", "H", "H", "H", "H", "H", "H", "H", "H", "H", "H", "H", "H", "Br", "C", "C", "C", "C", "N", "C", "H", "H", "H", "H"],
  "coordinates": [[-0.079, 1.073, -0.286], [-4.487, -2.901, 2.829], [-3.267, -2.110, 2.465], [-2.050, -2.696, 2.371], [-0.866, -1.969, 1.872], [-1.015, -0.476, 1.854], [0.127, 0.200, 1.499], [1.253, 0.031, 2.241], [1.099, -0.345, 3.597], [2.168, -0.661, 4.397], [3.463, -0.617, 3.889], [4.632, -1.022, 4.731], [3.639, -0.151, 2.594], [2.581, 0.206, 1.773], [2.900, 0.753, 0.375], [1.967, 1.507, -0.236], [3.222, -0.450, -0.558], [4.083, -1.353, -0.044], [2.099, -1.125, -0.822], [3.739, -0.074, -1.731], [4.180, 1.649, 0.400], [4.239, 2.443, -0.671], [5.351, 0.976, 0.405], [4.216, 2.451, 1.469], [-2.302, 0.062, 1.875], [-3.405, -0.731, 2.190], [-2.474, 1.530, 1.484], [-1.974, 1.812, 0.262], [-1.802, 2.408, 2.595], [-0.494, 2.592, 2.379], [-2.324, 3.638, 2.716], [-1.911, 1.853, 3.818], [-3.953, 1.991, 1.404], [-4.608, 2.000, 2.582], [-4.678, 1.237, 0.575], [-4.046, 3.238, 0.929], [-4.212, -3.853, 3.278], [-5.068, -3.106, 1.928], [-5.119, -2.352, 3.525], [-1.921, -3.744, 2.604], [0.036, -2.278, 2.409], [0.093, -0.381, 3.992], [2.001, -0.944, 5.426], [4.315, -1.703, 5.518], [5.083, -0.147, 5.199], [5.394, -1.512, 4.130], [4.650, -0.077, 2.224], [-4.392, -0.313, 2.263], [-0.694, 4.475, -0.596], [-0.032, 3.794, -1.753], [0.523, 4.534, -2.785], [1.145, 3.861, -3.837], [1.148, 2.494, -3.867], [0.509, 1.778, -2.823], [-0.038, 2.466, -1.786], [0.356, 0.472, -2.729], [0.409, -0.688, -3.987], [1.776, -0.542, -5.338], [0.564, -2.469, -3.326], [-1.251, -0.512, -4.955], [-0.236, 5.442, -0.396], [-0.612, 3.843, 0.285], [-1.754, 4.615, -0.811], [0.493, 5.613, -2.754], [1.621, 4.426, -4.625], [1.645, 1.944, -4.646], [2.746, -0.344, -4.897], [1.555, 0.258, -6.037], [1.857, -1.457, -5.915], [1.598, -2.777, -3.232], [0.074, -3.171, -3.995], [0.099, -2.561, -2.353], [-1.138, 0.146, -5.813], [-2.020, -0.087, -4.320], [-1.607, -1.470, -5.316], [-0.132, -5.138, 0.582], [-1.106, -3.652, -0.064], [-2.263, -3.805, -0.752], [-2.889, -2.654, -1.260], [-2.202, -1.440, -1.183], [-1.092, -1.265, -0.531], [-0.570, -2.321, 0.290], [-2.671, -4.784, -0.960], [-3.843, -2.716, -1.752], [-2.570, -0.567, -1.708], [0.523, -2.301, 0.227]],
  "s2": 8.840,
  "homo_ev": [-4.00, -4.70],
  "charge": -1,
  "largest_force_ev_per_a": 1.8,
  "lumo_energy_ev": [2.26, 0.78],
  "orbital_gap_ev": [6.26, 5.48],
  "multiplicity": 6
}